Below is a molecular structure, C26H46ClF9N2O6S2 in a non-equilibrium geometry, with properties calculated with ωB97M-V/def2-TZVPD.

Results
E_LUMO (spin up / spin down)   -1.5 / -1.5 eV
Maximum force   7.32 eV Å⁻¹
HOMO level (spin up / spin down)   -8.75 / -9.42 eV
2S+1   3

Each line ends with the Mulliken spin population.
CARTESIAN COORDINATES (ANGSTROEM)
O1 5.24 0.65 0.82  -0.0012
S1 6.05 0.60 -0.45  -0.0001
O2 7.20 1.52 -0.17  0.0000
O3 5.19 0.88 -1.89  0.0000
C1 5.38 -0.37 -2.65  0.0000
Cl1 7.12 -0.13 -3.25  0.0000
C2 5.32 -1.46 -1.47  0.0000
C3 5.30 -2.99 -1.94  0.0000
C4 3.78 -3.55 -2.01  0.0000
C5 2.98 -3.34 -0.65  0.0001
C6 1.87 -2.18 -0.70  0.0011
C7 0.54 -2.62 -1.45  -0.0001
F1 0.10 -3.79 -0.75  0.0000
F2 0.78 -3.10 -2.77  0.0000
C8 -0.67 -1.60 -1.35  0.0000
F3 -1.82 -2.16 -1.95  0.0001
F4 -1.00 -1.50 0.02  0.0000
S2 -0.41 0.13 -1.97  -0.0001
F5 -1.85 0.60 -1.21  0.0007
F6 0.49 0.60 -0.67  -0.0001
F7 0.90 -0.25 -2.90  0.0000
F8 -1.37 -0.26 -3.30  -0.0001
F9 -0.30 1.68 -2.55  0.0000
O4 6.44 -1.04 -0.62  0.0000
H1 4.66 -0.52 -3.52  0.0000
H2 4.42 -1.08 -0.86  0.0001
H3 5.97 -3.66 -1.32  0.0000
H4 5.71 -3.03 -3.01  0.0000
H5 3.29 -3.11 -2.93  0.0000
H6 3.90 -4.68 -2.17  0.0000
H7 2.50 -4.31 -0.28  0.0001
H8 3.72 -3.04 0.16  0.0001
H9 2.31 -1.20 -1.07  0.0001
H10 1.58 -1.99 0.39  -0.0011
C9 4.61 0.38 4.21  0.0233
C10 3.08 0.16 4.03  0.0518
C11 2.25 1.45 4.27  0.0182
C12 1.98 1.80 5.73  -0.0179
C13 1.45 0.58 6.48  0.0181
C14 2.38 -0.63 6.34  0.0350
N1 2.67 -0.97 4.90  0.3098
O5 1.55 -1.51 4.38  0.6055
C15 3.67 -0.32 7.13  0.0130
C16 1.77 -1.84 7.10  -0.0082
C17 2.96 -0.12 2.50  -0.0395
H11 5.02 -0.07 5.12  -0.0147
H12 5.18 -0.10 3.41  -0.0051
H13 4.87 1.44 4.21  0.0003
H14 1.28 1.34 3.78  0.0009
H15 2.74 2.30 3.79  0.0011
H16 2.88 2.19 6.20  0.0008
H17 1.24 2.60 5.77  0.0024
H18 1.32 0.84 7.53  0.0007
H19 0.44 0.34 6.10  0.0037
H20 4.39 -1.14 7.05  -0.0073
H21 3.45 -0.19 8.19  0.0002
H22 4.16 0.60 6.82  0.0008
H23 0.78 -2.10 6.74  0.0002
H24 1.68 -1.61 8.16  0.0002
H25 2.42 -2.71 7.01  0.0003
H26 3.45 -1.05 2.22  0.0005
H27 3.43 0.69 1.94  -0.0015
H28 1.92 -0.16 2.17  0.0084
C18 -4.33 2.53 -4.65  0.0161
C19 -4.97 2.40 -3.24  0.0378
C20 -4.67 1.03 -2.57  0.0106
C21 -5.54 -0.13 -3.03  -0.0206
C22 -7.02 0.25 -2.99  0.0230
C23 -7.30 1.53 -3.79  0.0267
N2 -6.43 2.68 -3.36  0.3002
O6 -6.87 3.09 -2.15  0.6141
C24 -7.10 1.19 -5.29  0.0150
C25 -8.80 1.88 -3.70  -0.0069
C26 -4.17 3.43 -2.40  -0.0067
H29 -5.05 2.48 -5.47  -0.0108
H30 -3.86 3.51 -4.78  -0.0013
H31 -3.57 1.77 -4.82  0.0001
H32 -4.81 1.12 -1.49  0.0017
H33 -3.63 0.76 -2.72  0.0052
H34 -5.25 -0.46 -4.03  0.0001
H35 -5.38 -0.99 -2.37  0.0027
H36 -7.62 -0.58 -3.38  0.0002
H37 -7.33 0.38 -1.94  0.0026
H38 -7.26 2.07 -5.92  -0.0074
H39 -7.82 0.43 -5.61  0.0001
H40 -6.12 0.77 -5.52  0.0006
H41 -9.13 2.02 -2.67  -0.0002
H42 -9.41 1.08 -4.12  0.0003
H43 -9.02 2.80 -4.26  -0.0005
H44 -4.36 4.45 -2.74  -0.0035
H45 -3.10 3.25 -2.50  0.0007
H46 -4.40 3.38 -1.33  -0.0001


Below is a single C4H8O2 molecule, with properties calculated with ωB97M-V/def2-TZVPD.

Results
Relative energy (zero: lowest compared OMol25 entry of this formula, charge and spin)   249.7 kJ/mol
E_LUMO   1.0 eV
Structure (SMILES)   CO[C@H]1C[C@H]1O
Maximum force   0.34 eV Å⁻¹
HOMO level   -9.38 eV

Each line ends with the natural charge from an NBO analysis.
CARTESIAN COORDINATES (ANGSTROEM)
C1 1.58 -0.24 -0.93  -0.2497
O1 0.21 -0.46 -1.21  -0.5345
C2 -0.72 -0.64 -0.19  0.0693
C3 -0.49 -0.43 1.28  -0.4760
C4 -1.23 0.60 0.49  0.0515
O2 -0.51 1.76 0.19  -0.7026
H1 2.15 -1.18 -0.96  0.1722
H2 1.75 0.27 0.03  0.1807
H3 1.94 0.42 -1.72  0.1873
H4 -1.44 -1.41 -0.47  0.1961
H5 0.48 -0.13 1.66  0.2315
H6 -1.06 -1.07 1.96  0.2253
H7 -2.30 0.75 0.64  0.1738
H8 -0.37 1.75 -0.77  0.4753


Below is 7 unconnected molecules or ions with the total composition C25H48Br12ClN2O3 in a non-equilibrium geometry, with properties calculated with ωB97M-V/def2-TZVPD.

Results
E_LUMO   -2.3 eV
Net charge   +1
Maximum force   1.31 eV Å⁻¹
HOMO level   -11.29 eV

Each line ends with the Löwdin charge.
CARTESIAN COORDINATES (ANGSTROEM)
C1 0.54 1.29 1.33  -0.0571
C2 0.58 -0.21 1.61  -0.2533
O1 -0.67 -0.84 1.30  -0.1547
C3 -0.82 -1.13 -0.07  -0.2411
C4 -0.90 -2.64 -0.26  -0.0723
C5 0.26 -3.39 0.32  -0.1074
C6 0.56 -3.56 1.63  0.0424
N1 1.67 -4.39 1.71  0.1781
C7 2.05 -4.71 0.48  -0.2616
C8 3.17 -5.65 0.19  -0.5858
Cl1 4.63 -5.10 1.02  0.7439
C9 2.71 -7.09 0.60  -0.2261
C10 3.43 -7.71 1.80  -0.1296
N2 1.24 -4.09 -0.38  0.0537
O2 1.38 -4.27 -1.73  0.0006
C11 1.51 -3.04 -2.47  -0.1122
C12 2.76 -2.17 -2.22  -0.3786
C13 3.94 -2.89 -1.64  -0.0271
O3 2.45 -1.03 -1.42  -0.0298
H1 1.54 1.68 1.18  0.0828
H2 -0.09 1.52 0.49  0.0700
H3 0.11 1.79 2.19  0.0585
H4 0.75 -0.36 2.68  0.1182
H5 1.38 -0.72 1.07  0.0982
H6 -0.05 -0.67 -0.69  0.1103
H7 -1.78 -0.72 -0.39  0.0097
H8 -1.05 -2.93 -1.29  0.0898
H9 -1.78 -2.98 0.27  0.1371
H10 0.05 -3.15 2.48  0.1470
H11 2.16 -4.72 2.53  0.1716
H12 3.32 -5.69 -0.87  0.0945
H13 2.88 -7.75 -0.24  0.1137
H14 1.64 -7.11 0.80  0.1141
H15 3.33 -7.11 2.70  0.0621
H16 4.48 -7.90 1.60  0.0688
H17 2.96 -8.67 2.03  0.0826
H18 1.53 -3.36 -3.51  0.1147
H19 0.63 -2.40 -2.38  0.0671
H20 3.05 -1.80 -3.20  0.1468
H21 3.95 -2.74 -0.56  0.0714
H22 4.87 -2.47 -2.00  0.0947
H23 3.95 -3.94 -1.89  0.0719
H24 1.98 -0.41 -1.98  0.0995
Br1 -1.98 4.29 1.48  0.6451
C14 -0.90 4.96 2.96  -0.7311
C15 -0.17 6.22 2.59  -0.7435
Br2 1.36 5.85 1.44  0.6086
H25 -0.22 4.16 3.24  0.0097
H26 -1.60 5.15 3.76  0.0232
H27 0.25 6.69 3.47  -0.0378
H28 -0.79 6.93 2.06  0.0052
Br3 -0.20 4.13 6.26  0.6708
C16 0.34 5.44 7.61  -0.6721
C17 0.05 6.84 7.15  -0.6724
Br4 1.34 7.45 5.82  0.6774
H29 1.39 5.27 7.81  0.0530
H30 -0.25 5.20 8.49  0.0612
H31 0.14 7.54 7.98  0.0636
H32 -0.94 6.93 6.70  0.0387
Br5 -3.19 8.26 3.22  0.6561
C18 -2.19 9.09 4.67  -0.6880
C19 -1.55 10.39 4.25  -0.6764
Br6 0.01 10.08 3.13  0.6236
H33 -1.45 8.36 4.99  -0.0011
H34 -2.91 9.25 5.46  0.0622
H35 -1.18 10.92 5.13  0.0620
H36 -2.22 11.03 3.69  0.0531
Br7 0.22 -5.43 -6.16  0.6290
C20 -1.40 -5.46 -5.08  -0.6766
C21 -2.24 -4.23 -5.31  -0.6675
Br8 -1.47 -2.67 -4.45  0.6549
H37 -1.07 -5.55 -4.05  0.0434
H38 -1.93 -6.35 -5.37  0.0643
H39 -3.23 -4.36 -4.86  0.0660
H40 -2.36 -3.98 -6.36  -0.0180
Br9 -3.96 0.45 -0.07  0.6948
C22 -5.13 1.82 -0.81  -0.6671
C23 -5.43 2.89 0.21  -0.7082
Br10 -6.72 2.29 1.53  0.6181
H41 -6.02 1.31 -1.17  0.0517
H42 -4.58 2.24 -1.65  0.0605
H43 -5.88 3.75 -0.27  0.0633
H44 -4.54 3.19 0.75  -0.0222
Br11 0.72 -2.22 -11.30  0.6215
C24 0.67 -1.37 -9.55  -0.7014
C25 0.11 -2.29 -8.50  -0.7024
Br12 -1.82 -2.46 -8.65  0.6451
H45 0.08 -0.46 -9.66  0.0507
H46 1.70 -1.11 -9.33  0.0580
H47 0.29 -1.89 -7.51  0.0480
H48 0.52 -3.29 -8.57  0.0262


Below is 2 unconnected molecules or ions with the total composition C5H10O2 in a non-equilibrium geometry, with properties calculated with ωB97M-V/def2-TZVPD.

Results
Relative energy (zero: lowest compared OMol25 entry of this formula, charge and spin)   257.3 kJ/mol
E_LUMO   0.7 eV
Structure (SMILES)   C=C/C=C/CO.O
Maximum force   1.28 eV Å⁻¹
HOMO level   -8.95 eV

Each line ends with the natural charge from an NBO analysis.
CARTESIAN COORDINATES (ANGSTROEM)
C1 0.96 -2.42 -1.02  -0.3856
C2 0.85 -1.09 -1.11  -0.2112
C3 -0.31 -0.23 -0.87  -0.2551
C4 -0.09 1.04 -0.51  -0.1805
C5 -1.11 2.11 -0.16  -0.1005
O1 -2.44 1.63 -0.34  -0.7049
H1 0.15 -3.03 -0.64  0.1975
H2 1.95 -2.85 -1.11  0.2019
H3 1.75 -0.55 -1.39  0.1932
H4 -1.33 -0.57 -0.80  0.2224
H5 0.96 1.33 -0.44  0.1879
H6 -0.86 2.92 -0.85  0.1722
H7 -1.07 2.46 0.86  0.1988
H8 -2.55 1.53 -1.28  0.4638
O2 0.80 -1.07 3.41  -0.9236
H9 1.42 -0.43 3.77  0.4591
H10 0.91 -0.80 2.48  0.4646


Question: The lowest maximum force belongs to which entry?
Answer: C4H8O2


Question: The lowest maximum force belongs to which entry?
Answer: C4H8O2


Question: Among the records above, which one has the lowest maximum force?
Answer: C4H8O2